C26H28F3OS | ωB97M-V/def2-TZVPD

```
59
C26H28F3OS ωB97M-V/def2-TZVPD
C -4.00 1.56 -0.24
C -3.19 1.92 1.01
C -2.96 3.44 1.01
C -4.00 1.55 2.26
C -1.88 1.12 1.02
C -0.69 1.74 1.06
C 0.55 1.02 1.05
C 1.72 1.68 1.06
C 3.04 0.99 0.98
F 4.02 1.92 1.07
F 3.14 0.11 2.00
F 3.12 0.34 -0.20
C 0.50 -0.42 1.03
C -0.66 -1.10 1.00
C -0.70 -2.63 1.01
C -1.45 -3.11 2.26
C 0.71 -3.26 1.01
C -1.45 -3.12 -0.25
C -1.93 -0.35 1.00
O -2.99 -0.95 0.97
H -4.25 0.50 -0.23
H -4.93 2.13 -0.27
H -3.42 1.77 -1.14
H -2.41 3.76 1.90
H -2.40 3.76 0.13
H -3.91 3.98 1.01
H -3.43 1.76 3.17
H -4.93 2.12 2.29
H -4.25 0.49 2.25
H -0.63 2.81 1.09
H 1.71 2.76 1.10
H 1.43 -0.94 1.04
H -2.48 -2.75 2.24
H -1.48 -4.20 2.30
H -0.98 -2.73 3.16
H 1.27 -2.96 0.13
H 1.26 -2.96 1.90
H 0.65 -4.35 1.01
H -0.97 -2.75 -1.15
H -1.47 -4.21 -0.28
H -2.48 -2.76 -0.23
C 0.85 6.99 7.13
C 0.82 5.64 6.89
C 1.95 4.98 6.35
C 3.12 5.74 6.07
C 3.11 7.12 6.34
C 2.00 7.73 6.85
C 4.25 5.08 5.54
C 4.23 3.74 5.29
C 3.07 2.97 5.56
S 3.05 1.34 5.26
C 1.95 3.60 6.09
H -0.02 7.48 7.54
H -0.07 5.07 7.10
H 3.99 7.70 6.12
H 2.01 8.79 7.04
H 5.14 5.66 5.33
H 5.10 3.25 4.87
H 1.07 3.02 6.29
```

Output
- Charge: -1
- HOMO-LUMO gap: 0.148 hartree
- Spin multiplicity: 1

Let us look at the Mulliken charges, expressed in e, one per atom: -1.713, 2.198, -2.097, -1.700, -0.463, -0.501, -0.098, -0.680, 0.615, -0.304, -0.186, -0.256, -0.646, -0.562, 2.225, -1.713, -2.087, -1.720, 1.588, -0.762, 0.357, 0.452, 0.346, 0.432, 0.411, 0.397, 0.359, 0.446, 0.369, 0.592, 0.433, 0.681, 0.364, 0.444, 0.364, 0.408, 0.433, 0.397, 0.341, 0.448, 0.358, -0.401, -0.835, 1.095, 0.881, -0.656, -0.533, -0.780, -0.689, -0.029, -0.503, -1.046, 0.370, 0.378, 0.353, 0.359, 0.330, 0.388, 0.347


C26H28F4N6O2Pd | ωB97M-V/def2-TZVPD

```
67
C26H28F4N6O2Pd ωB97M-V/def2-TZVPD
Pd -0.21 0.26 0.04
C -1.58 3.16 -0.27
C -1.41 2.55 -1.65
N -0.20 1.68 -1.76
C 0.98 2.60 -1.87
C 2.32 1.97 -2.18
C -0.27 0.83 -2.97
C 0.54 -0.46 -2.85
N 0.33 -1.13 -1.57
C 0.79 -2.36 -1.35
C 0.57 -2.99 -0.10
F -0.17 -2.46 0.81
C 1.11 -4.31 0.22
F 0.80 -4.75 1.40
C 1.88 -5.05 -0.64
C 2.11 -4.45 -1.86
F 2.82 -5.03 -2.77
C 1.58 -3.14 -2.22
F 1.95 -2.71 -3.39
H -2.44 3.83 -0.30
H -0.71 3.74 0.05
H -1.78 2.40 0.49
H -1.32 3.35 -2.40
H -2.29 1.98 -1.93
H 1.01 3.17 -0.95
H 0.74 3.29 -2.69
H 2.54 1.09 -1.58
H 3.10 2.71 -1.98
H 2.42 1.70 -3.24
H 0.09 1.37 -3.85
H -1.31 0.59 -3.18
H 1.62 -0.25 -2.91
H 0.30 -1.11 -3.69
H 2.27 -6.02 -0.39
N -2.50 -1.19 2.19
C -2.91 -1.30 0.88
C -3.91 -2.25 0.62
C -4.43 -2.35 -0.65
C -3.95 -1.50 -1.64
C -2.96 -0.63 -1.31
N -2.40 -0.52 -0.08
C -1.72 -0.25 2.88
C -1.77 -0.29 4.27
C -1.11 0.67 4.99
C -0.42 1.67 4.30
C -0.38 1.61 2.94
N -0.99 0.64 2.22
H -3.00 -1.81 2.81
H -4.28 -2.87 1.42
H -5.21 -3.07 -0.86
H -4.35 -1.50 -2.64
H -2.57 0.04 -2.05
H -2.36 -1.05 4.76
H -1.15 0.67 6.07
H 0.08 2.48 4.82
H 0.13 2.37 2.37
O 1.73 3.51 1.19
C 2.25 2.42 1.20
C 3.66 2.09 1.65
C 3.74 0.57 1.56
C 2.39 0.19 1.01
O 2.00 -0.96 0.74
N 1.60 1.26 0.79
H 3.81 2.49 2.66
H 4.37 2.60 1.00
H 3.88 0.08 2.53
H 4.52 0.20 0.90
```

Output
- Charge: +2
- HOMO-LUMO gap (alpha / beta): 0.258 / 0.128 hartree
- Spin multiplicity: 5
- Energy relative to the best compared isomer or geometry (same formula, charge and spin): 0.0 kcal per mole

Let us look at the Mulliken charges, expressed in e, one per atom: 0.526, -1.095, -0.681, 1.130, -1.011, -1.692, -1.929, -0.828, 1.217, -0.315, 0.345, -0.086, 0.082, -0.177, -0.480, 0.093, -0.182, 0.610, -0.214, 0.543, 0.343, 0.039, 0.472, 0.653, 0.459, 0.536, 0.303, 0.409, 0.355, 0.313, 0.935, 0.758, 0.662, 0.567, 0.098, 0.848, -1.255, -0.440, -1.528, -0.339, 0.593, 0.514, -1.117, -0.450, -1.275, -0.228, 0.665, 0.200, 0.486, 0.462, 0.509, 0.276, 0.461, 0.457, 0.515, 0.476, -0.619, -0.182, -0.579, -0.682, -0.409, -0.354, 0.950, 0.313, 0.277, 0.367, 0.329


C26H28GeN5O7Ti | ωB97M-V/def2-TZVPD

```
68
C26H28GeN5O7Ti ωB97M-V/def2-TZVPD
Ti -1.32 0.80 -0.09
O -0.13 3.99 1.41
C 0.06 3.08 0.65
O -0.12 1.80 0.98
C 0.53 3.29 -0.79
C 1.19 2.02 -1.34
C 1.88 2.26 -2.68
C 0.68 2.37 -3.65
C -0.50 2.24 -2.69
O 0.00 1.26 -1.73
C -0.64 3.50 -1.81
C -2.07 3.53 -1.24
O -2.83 4.42 -1.54
O -2.37 2.50 -0.50
H 1.19 4.16 -0.79
H 1.76 1.45 -0.62
H 2.52 1.42 -2.93
H 2.49 3.17 -2.65
H 0.67 1.55 -4.37
H 0.64 3.31 -4.20
H -1.43 1.87 -3.12
H -0.50 4.41 -2.39
N -2.66 1.46 2.06
N -3.95 0.90 2.07
C -4.29 0.11 1.04
N -5.51 -0.41 0.96
N -3.30 -0.06 0.16
N -3.50 -0.54 -1.07
O -4.51 -1.12 -1.44
O -2.51 -0.33 -1.78
H -2.29 1.51 3.00
H -2.70 2.39 1.65
H -4.49 0.89 2.92
H -6.24 -0.08 1.56
H -5.73 -0.95 0.13
C -1.54 -3.20 -0.23
Ge -0.40 -1.68 0.36
C 0.02 -2.17 2.24
C 0.42 -3.46 2.60
C 0.68 -3.80 3.92
C 0.55 -2.85 4.92
C 0.17 -1.56 4.59
C -0.10 -1.23 3.26
C 1.27 -1.92 -0.70
C 1.22 -2.62 -1.88
C 2.28 -2.61 -2.81
C 3.41 -1.88 -2.56
C 3.52 -1.14 -1.36
C 4.67 -0.35 -1.08
C 4.77 0.36 0.07
C 3.73 0.32 1.02
C 2.61 -0.43 0.78
C 2.46 -1.17 -0.42
H -0.98 -4.13 -0.24
H -1.94 -3.03 -1.23
H -2.37 -3.31 0.46
H 0.53 -4.22 1.83
H 0.99 -4.81 4.17
H 0.76 -3.11 5.95
H 0.08 -0.80 5.36
H -0.38 -0.21 3.01
H 0.33 -3.18 -2.13
H 2.20 -3.19 -3.72
H 4.23 -1.86 -3.27
H 5.47 -0.34 -1.82
H 5.66 0.96 0.27
H 3.82 0.88 1.95
H 1.82 -0.46 1.52
```

Output
- HOMO-LUMO gap (alpha / beta): 0.236 / 0.233 hartree
- Spin multiplicity: 2
- Energy relative to the best compared isomer or geometry (same formula, charge and spin): 0.3 kcal per mole

Let us look at the Mulliken charges, expressed in e, one per atom: 0.053, -0.707, -0.338, -0.532, 0.258, 0.431, -0.655, -1.054, -0.104, -0.314, 0.174, -0.128, -0.729, -0.351, 0.627, -0.351, 0.227, 0.406, 0.415, 0.359, 0.574, 0.608, -0.329, -0.328, 0.505, -0.378, -0.078, 1.079, -0.773, -0.705, 0.334, 0.363, 0.221, 0.197, 0.218, -1.867, 3.073, -0.283, -0.475, -0.701, -0.466, -0.819, 0.434, 0.199, -0.462, -0.911, -0.985, 1.270, -0.740, -0.630, -0.770, -0.366, 0.052, 0.478, 0.453, 0.369, 0.249, 0.385, 0.369, 0.412, 0.273, 0.311, 0.411, 0.375, 0.388, 0.386, 0.440, -0.047


C26H28HgN2O6S2 | ωB97M-V/def2-TZVPD

```
65
C26H28HgN2O6S2 ωB97M-V/def2-TZVPD
Hg 0.56 0.29 -0.06
O 1.87 3.61 -2.16
S 1.74 2.22 -1.81
O 2.39 1.83 -0.56
O 0.32 1.76 -1.78
C 2.38 1.26 -3.19
C 2.23 1.92 -4.40
C 2.49 1.27 -5.60
C 2.90 -0.05 -5.58
C 3.06 -0.71 -4.37
C 2.81 -0.08 -3.16
S 3.23 -1.08 -1.71
O 4.31 -0.38 -1.06
O 3.55 -2.38 -2.25
O 2.00 -1.19 -0.87
H 1.90 2.95 -4.38
H 2.36 1.80 -6.54
H 3.11 -0.57 -6.51
H 3.40 -1.73 -4.34
C 0.45 3.25 2.44
C 1.16 2.22 3.26
C 2.11 2.58 4.21
C 2.80 1.62 4.94
C 2.56 0.28 4.69
C 1.63 -0.12 3.74
C 1.45 -1.58 3.39
C 0.91 0.86 3.05
N -0.03 0.50 2.06
C -1.16 -0.15 2.35
C -1.67 -0.21 3.77
C -1.95 -0.71 1.32
C -3.28 -1.33 1.69
N -1.49 -0.74 0.07
C -2.31 -1.08 -1.02
C -3.35 -0.23 -1.42
C -3.55 1.10 -0.72
C -4.14 -0.59 -2.50
C -3.91 -1.77 -3.19
C -2.85 -2.58 -2.81
C -2.04 -2.26 -1.73
C -0.90 -3.14 -1.33
H 0.70 4.26 2.77
H -0.63 3.12 2.49
H 0.74 3.16 1.38
H 2.32 3.63 4.37
H 3.53 1.91 5.68
H 3.12 -0.48 5.22
H 2.20 -2.18 3.89
H 1.56 -1.72 2.31
H 0.46 -1.95 3.67
H -0.96 0.25 4.46
H -1.86 -1.23 4.09
H -2.62 0.33 3.86
H -3.13 -2.15 2.39
H -3.78 -1.73 0.81
H -3.94 -0.61 2.17
H -2.59 1.54 -0.46
H -4.13 0.99 0.20
H -4.08 1.79 -1.38
H -4.94 0.08 -2.81
H -4.54 -2.04 -4.03
H -2.65 -3.49 -3.36
H -0.82 -4.00 -1.99
H -1.02 -3.50 -0.30
H 0.05 -2.60 -1.35
```

Output
- Charge: -1
- HOMO-LUMO gap (alpha / beta): 0.242 / 0.297 hartree
- Spin multiplicity: 2
- Energy relative to the best compared isomer or geometry (same formula, charge and spin): 0.0 kcal per mole

Let us look at the Mulliken charges, expressed in e, one per atom: 2.346, -0.746, 1.588, -0.652, -0.726, 0.311, -0.787, -0.563, -0.520, -0.424, -0.257, 1.226, -0.682, -0.763, -0.826, 0.469, 0.368, 0.368, 0.531, -1.149, 0.892, -0.962, -0.839, -0.962, 1.566, -1.011, -0.510, -0.523, 0.784, -1.737, 0.750, -1.878, -0.133, -0.777, 1.487, -1.388, -0.798, -0.850, -0.858, 0.913, -1.080, 0.419, 0.255, 0.097, 0.377, 0.403, 0.387, 0.466, 0.054, 0.189, 0.414, 0.359, 0.401, 0.414, 0.412, 0.341, 0.142, 0.223, 0.501, 0.416, 0.401, 0.374, 0.420, 0.229, 0.110


C26H28HgN7O2S | ωB97M-V/def2-TZVPD

```
65
C26H28HgN7O2S ωB97M-V/def2-TZVPD
Hg -0.11 -0.30 1.92
C 4.34 -1.72 1.54
C 3.03 -1.00 1.41
N 1.86 -1.58 1.69
N 1.88 -2.89 2.08
C 0.80 -3.36 2.61
N 0.84 -4.74 2.91
S -0.70 -2.57 3.01
C 3.01 0.34 0.95
C 4.21 1.06 0.65
C 4.13 2.35 0.20
C 2.87 2.97 0.03
C 1.75 2.21 0.33
N 1.79 0.96 0.76
H 4.16 -2.75 1.85
H 4.98 -1.24 2.28
H 4.88 -1.73 0.59
H 1.79 -5.05 3.03
H 0.26 -4.95 3.71
H 5.17 0.59 0.78
H 5.04 2.90 -0.02
H 2.77 3.99 -0.32
H 0.76 2.63 0.23
C 1.00 3.14 4.90
C 0.19 2.38 3.85
O 0.30 1.13 3.89
C -0.60 3.14 3.00
C -1.43 2.71 1.92
C -2.25 3.80 1.25
N -1.51 1.50 1.46
N -2.42 1.34 0.41
C -2.19 0.28 -0.33
O -1.25 -0.56 -0.24
C -3.20 0.07 -1.43
C -3.11 -1.07 -2.22
C -4.01 -1.30 -3.25
C -5.02 -0.38 -3.51
C -5.12 0.77 -2.73
C -4.22 0.99 -1.70
H 1.93 2.59 5.09
H 0.44 3.19 5.83
H 1.24 4.16 4.58
H -0.57 4.21 3.15
H -2.14 4.74 1.78
H -3.30 3.51 1.20
H -1.92 3.93 0.21
H -2.30 -1.77 -2.02
H -3.91 -2.19 -3.86
H -5.72 -0.55 -4.32
H -5.90 1.49 -2.93
H -4.28 1.87 -1.08
N 1.41 -1.29 -1.49
C 0.65 -1.77 -2.53
C 0.39 -3.14 -2.67
C -0.32 -3.62 -3.75
C -0.81 -2.75 -4.73
C -0.56 -1.39 -4.59
C 0.15 -0.90 -3.51
H 1.21 -0.34 -1.21
H 1.42 -1.87 -0.65
H 0.75 -3.82 -1.90
H -0.52 -4.68 -3.82
H -1.38 -3.13 -5.56
H -0.96 -0.69 -5.32
H 0.31 0.16 -3.40
```

Output
- Charge: -2
- HOMO-LUMO gap (alpha / beta): 0.160 / 0.217 hartree
- Spin multiplicity: 2
- Energy relative to the best compared isomer or geometry (same formula, charge and spin): 0.0 kcal per mole

Let us look at the Mulliken charges, expressed in e, one per atom: 2.055, -1.684, 0.651, 0.730, -1.386, 0.250, -0.576, -0.557, 0.216, -1.114, -0.364, -1.087, -0.541, 0.585, 0.446, 0.277, 0.295, 0.253, 0.239, 0.352, 0.357, 0.404, 0.362, -1.481, 0.977, -0.774, -0.885, 0.688, -1.324, -0.124, -0.598, 0.124, -0.955, 0.338, -0.254, -0.705, -0.354, -0.610, -0.142, 0.367, 0.313, 0.355, 0.006, 0.385, 0.284, 0.284, 0.442, 0.381, 0.354, 0.358, 0.425, -0.433, 0.443, -0.459, -0.484, -0.589, -0.479, -0.095, 0.084, 0.117, 0.437, 0.329, 0.396, 0.335, 0.360


C26H28I2O5SbW | ωB97M-V/def2-TZVPD

```
63
C26H28I2O5SbW ωB97M-V/def2-TZVPD
W -0.24 -0.82 -0.05
O 2.96 -1.34 2.44
C 2.03 -1.70 1.51
O 1.37 -0.54 0.98
C 0.84 -2.53 2.01
O -0.11 -2.37 0.97
C -1.91 -0.06 1.08
C -1.73 1.17 0.28
O -2.51 1.88 -0.29
O -0.38 1.12 -0.05
H 2.57 -0.86 3.18
H 0.46 -2.08 2.94
H 1.04 -3.58 2.17
H -1.47 -0.01 2.08
H -2.90 -0.50 1.08
I -2.57 1.84 -3.15
C -2.86 1.48 -5.04
I -1.19 -2.19 -2.02
H -3.20 2.26 -5.70
H -2.78 0.46 -5.42
C 3.59 1.59 -4.41
C 3.20 0.14 -4.55
C 3.51 -0.51 -5.75
C 3.20 -1.84 -5.97
C 2.56 -2.58 -4.98
C 2.24 -1.96 -3.79
C 2.54 -0.61 -3.57
Sb 2.07 -0.01 -1.60
C 2.36 2.03 -1.22
C 1.57 2.82 -2.08
C 1.56 4.19 -1.94
C 2.33 4.78 -0.95
C 3.10 3.99 -0.11
C 3.13 2.60 -0.21
C 4.00 1.83 0.74
C 3.43 -1.37 -0.58
C 2.83 -2.38 0.33
C 3.73 -3.40 0.88
C 5.05 -3.43 0.56
C 5.55 -2.43 -0.28
C 4.77 -1.39 -0.86
C 5.47 -0.40 -1.74
H 4.43 1.82 -5.07
H 3.88 1.86 -3.39
H 2.77 2.25 -4.70
H 4.03 0.05 -6.52
H 3.46 -2.30 -6.91
H 2.33 -3.62 -5.14
H 1.75 -2.55 -3.02
H 1.00 2.35 -2.88
H 0.97 4.80 -2.61
H 2.34 5.85 -0.83
H 3.70 4.47 0.66
H 3.85 2.19 1.76
H 5.05 1.97 0.50
H 3.78 0.76 0.74
H 2.07 -2.93 -0.25
H 3.31 -4.15 1.55
H 5.71 -4.19 0.96
H 6.61 -2.44 -0.50
H 6.36 -0.02 -1.24
H 4.84 0.46 -1.98
H 5.78 -0.86 -2.68
```

Output
- Charge: +3
- HOMO-LUMO gap: 0.196 hartree
- Spin multiplicity: 1
- Energy relative to the best compared isomer or geometry (same formula, charge and spin): 0.0 kcal per mole

Let us look at the Mulliken charges, expressed in e, one per atom: 0.910, -0.507, 0.376, -0.602, -0.379, -0.571, -0.793, 0.405, -0.592, -0.350, 0.578, 0.304, 0.381, 0.392, 0.419, 0.724, -0.343, -0.150, 0.327, 0.304, -1.295, 1.036, -0.675, -0.743, -0.968, -1.036, 0.924, 2.203, 1.495, -0.817, -0.899, -0.799, -0.757, 0.232, -1.149, 0.123, 0.439, -0.378, -1.302, -0.388, 0.431, -1.604, 0.524, 0.116, 0.351, 0.480, 0.433, 0.492, 0.146, 0.642, 0.496, 0.453, 0.509, 0.550, 0.358, -0.186, 0.156, 0.494, 0.485, 0.571, 0.604, -0.049, 0.470


C26H28MgN2S2Si | ωB97M-V/def2-TZVPD

```
60
C26H28MgN2S2Si ωB97M-V/def2-TZVPD
C -1.82 -1.05 0.13
C -0.47 -1.13 0.52
C -0.34 -0.62 1.84
H 0.35 -1.56 -0.06
C -1.62 -0.13 2.24
C -2.55 -0.47 1.20
H -3.63 -0.40 1.34
H -2.25 -1.48 -0.77
H 0.61 -0.52 2.38
H -1.96 0.22 3.21
Mg -1.42 1.81 0.87
C 1.04 1.63 0.30
H 0.44 1.07 0.97
H 0.48 2.27 -0.35
H 1.93 2.09 0.82
Si 2.95 0.08 -0.87
C 2.54 -1.41 -1.88
C 2.21 -2.69 -1.39
H 2.34 -2.94 -0.33
C 1.80 -3.68 -2.30
H 1.57 -4.68 -1.97
C 1.76 -3.39 -3.66
H 1.41 -4.11 -4.38
C 2.14 -2.13 -4.13
H 2.15 -1.91 -5.19
C 2.54 -1.13 -3.26
H 2.92 -0.15 -3.57
C 3.61 -0.56 0.75
C 4.47 -1.66 0.56
H 4.76 -2.02 -0.42
C 4.99 -2.33 1.66
H 5.65 -3.19 1.53
C 4.64 -1.89 2.95
H 5.05 -2.39 3.84
C 3.90 -0.72 3.14
H 3.68 -0.32 4.12
C 3.41 -0.02 2.03
H 2.91 0.93 2.13
H 1.46 0.64 -1.00
H 4.04 0.86 -1.52
C -3.83 1.88 3.84
C -4.32 2.21 2.48
N -3.60 2.26 1.38
C -4.37 2.45 0.23
C -5.74 2.55 0.49
S -6.03 2.37 2.16
C -3.69 2.32 -1.04
C -4.25 2.47 -2.30
S -3.19 2.04 -3.59
C -1.92 1.70 -2.34
N -2.33 1.92 -1.11
C -0.62 1.16 -2.77
H -4.50 2.34 4.58
H -3.86 0.78 3.95
H -2.81 2.26 4.03
H -6.49 2.52 -0.29
H -5.27 2.79 -2.46
H -0.52 0.12 -2.44
H -0.60 1.19 -3.88
H 0.21 1.76 -2.39
```

Output
- HOMO-LUMO gap: 0.162 hartree
- Spin multiplicity: 1
- Energy relative to the best compared isomer or geometry (same formula, charge and spin): 18.3 kcal per mole

Let us look at the Mulliken charges, expressed in e, one per atom: -1.293, 0.543, -1.553, 0.581, -0.764, 0.012, 0.468, 0.486, 0.496, 0.283, 0.737, -1.467, 0.255, 0.202, 0.279, -0.207, 0.610, 0.017, 0.488, -0.765, 0.396, -0.546, 0.386, -0.521, 0.391, -0.741, 0.306, 1.130, -0.682, 0.395, -0.500, 0.375, -0.552, 0.329, -0.435, 0.382, -0.463, 0.236, 0.408, -0.302, -1.360, 0.578, 0.041, 0.162, -0.555, -0.167, -0.037, -0.416, -0.150, 0.199, 0.252, -0.684, 0.471, 0.316, 0.308, 0.367, 0.407, 0.141, 0.527, 0.201


| no. | energy (eV) |
| --- | --- |
| 1 | -48453.4680 |
| 2 | -54784.2284 |
| 3 | -128830.8059 |
| 4 | -68529.4396 |
| 5 | -56952.8779 |
| 6 | -62188.1352 |
| 7 | -65385.1782 |